16
Properties=species:S:1:pos:R:3 method="wB97M-V/def2-TZVPD" e_above_lowest_kcal_mol=35.9 total_energy_ev=-6266.1243 orbital_gap_ev="3.96 / 10.97" s2=0.751 largest_force_ev_per_a=2.369 e_homo_ev="-3.1013 / -10.3342" multiplicity=2 lumo_energy_ev="0.859 / 0.641"
C -1.19762 -0.52239 0.52384
C 0.12715 0.00913 1.15793
C 1.30678 -0.17684 0.26439
N 1.29155 0.69494 -0.95551
N -1.43050 0.01085 -0.85783
H -1.97563 -0.20203 1.18258
H -1.04869 -1.59701 0.37507
H -0.16590 1.04256 1.35333
H 0.23271 -0.40935 2.13254
H 2.33430 -0.10620 0.65778
H 1.33603 -1.22926 -0.05835
H 1.55310 1.63505 -0.70970
H -0.50220 0.20394 -1.26932
H 2.05106 0.36087 -1.53716
H -1.91819 0.94870 -0.81588
H -1.99397 -0.66297 -1.44371

=====

16
Properties=species:S:1:pos:R:3 method="wB97M-V/def2-TZVPD" e_above_lowest_kcal_mol=51.9 total_energy_ev=-6261.3294 orbital_gap_ev="9.49 / 9.49" largest_force_ev_per_a=3.586 e_homo_ev="-13.9160 / -13.9156" total_charge=+1 lumo_energy_ev="-4.429 / -4.429"
C 1.40674 0.07475 1.79298
C -0.35114 -1.14566 -2.03159
C -0.77327 0.83868 0.97118
N -0.90533 -0.02035 -1.27916
N 0.43911 1.05895 1.40373
H 0.87239 -0.96180 1.78322
H 2.20982 -0.03550 1.02123
H 1.97198 0.27707 2.74184
H 0.56385 -0.67001 -2.59341
H -0.96117 -1.75089 -2.65687
H -1.36126 0.05277 1.31606
H 0.07852 -1.98682 -1.41078
H -1.32578 1.55295 0.45822
H -1.84453 -0.11308 -0.96109
H 0.75727 2.03112 1.29870
H -0.77720 0.79782 -1.85428

=====

16
Properties=species:S:1:pos:R:3 method="wB97M-V/def2-TZVPD" e_above_lowest_kcal_mol=27.9 total_energy_ev=-6262.3709 orbital_gap_ev=10.91 largest_force_ev_per_a=1.340 e_homo_ev=-14.2730 total_charge=+1 lumo_energy_ev=-3.363
C -2.24213 -1.27093 0.03877
N -0.80556 -1.37391 0.47043
H -2.28148 -1.15885 -1.03125
H -2.77967 -2.14422 0.39042
H -2.64950 -0.37904 0.50738
H -0.70214 -1.27991 1.47901
H -0.20806 -0.62837 0.04141
H -0.44964 -2.28828 0.19411
C 2.17321 1.35303 0.53709
C 0.63784 1.11678 -1.19374
N 1.18542 0.58053 -0.19732
H 3.17852 0.99377 0.31335
H 1.95534 1.33075 1.60025
H 2.22080 2.38098 0.15319
H -0.03658 0.59580 -1.84928
H 0.80361 2.17186 -1.45381

=====

16
Properties=species:S:1:pos:R:3 method="wB97M-V/def2-TZVPD" e_above_lowest_kcal_mol=76.7 total_energy_ev=-6260.2571 orbital_gap_ev=9.21 largest_force_ev_per_a=4.715 e_homo_ev=-12.8540 total_charge=+1 lumo_energy_ev=-3.646
C 0.50053 0.83208 1.60916
N 1.77988 0.51752 0.69533
H -0.10576 0.07728 1.29665
H 0.17142 1.90516 1.63178
H 0.82681 0.57696 2.62798
H 2.33117 -0.28982 1.09680
H 1.53590 0.35638 -0.24842
H 2.55244 1.28464 0.73473
C -0.84314 -1.63349 -0.78481
C -1.50211 0.55553 -1.63335
N -0.51222 -0.17796 -1.31422
H -0.18785 -2.04438 -0.01120
H -1.88763 -1.49930 -0.47068
H -0.87081 -2.31997 -1.58594
H -1.40225 1.65231 -1.28221
H -2.38638 0.20708 -2.36159

=====

16
Properties=species:S:1:pos:R:3 method="wB97M-V/def2-TZVPD" e_above_lowest_kcal_mol=30.1 total_energy_ev=-6262.2784 orbital_gap_ev=10.21 largest_force_ev_per_a=1.270 e_homo_ev=-14.6707 total_charge=+1 lumo_energy_ev=-4.457
C -2.34648 0.97093 -0.05901
N -1.64651 -0.36781 -0.06503
H -1.61929 1.77442 0.06936
H -3.05374 1.02287 0.75670
H -2.84199 1.13920 -1.00497
H -1.84722 -0.78918 -0.96569
H -0.02642 0.09039 -0.03062
H -2.13449 -0.94038 0.61240
C 1.69980 -1.28740 -0.42636
C 1.71578 0.81709 0.65574
N 1.04508 -0.05012 0.01652
H 1.15029 -2.13962 -0.04172
H 1.58408 -1.36188 -1.50389
H 2.72300 -1.29306 -0.08159
H 1.25066 1.77368 0.87208
H 2.68111 0.60122 1.10902

=====

16
Properties=species:S:1:pos:R:3 method="wB97M-V/def2-TZVPD" e_above_lowest_kcal_mol=19.0 smiles=C[NH2+]CCN total_energy_ev=-6262.7566 orbital_gap_ev=11.80 largest_force_ev_per_a=1.956 e_homo_ev=-14.8386 total_charge=+1 lumo_energy_ev=-3.041
C -1.79970 -0.98300 -0.02829
N -0.81641 -0.08712 0.67170
C -0.22840 0.92770 -0.34889
C 1.10564 0.35901 -0.79192
N 1.75114 -0.16131 0.43563
H -2.58903 -0.35894 -0.45455
H -1.21958 -1.34073 -0.87360
H -2.29050 -1.72016 0.59527
H 0.11516 -0.46508 0.97546
H -1.30999 0.41493 1.40510
H -0.97973 1.03300 -1.11687
H -0.06205 1.93561 0.03970
H 1.01382 -0.59768 -1.31842
H 1.78342 1.03605 -1.33480
H 2.03646 0.57347 1.08445
H 2.65126 -0.56511 0.19049

=====

16
Properties=species:S:1:pos:R:3 method="wB97M-V/def2-TZVPD" e_above_lowest_kcal_mol=29.4 total_energy_ev=-6262.3057 orbital_gap_ev=11.36 largest_force_ev_per_a=1.835 e_homo_ev=-14.3919 total_charge=+1 lumo_energy_ev=-3.030
C 0.52823 0.73681 2.74060
N 0.70376 0.00091 1.73873
H 0.76345 0.47509 3.77391
H -0.07517 1.64719 2.75159
H 0.44235 0.74121 -0.23486
H 1.06148 -0.92081 1.96069
C -1.47327 0.29125 -1.07492
N 0.03340 0.29418 -1.06551
C 0.68763 -1.03365 -1.30551
H -1.83908 0.96842 -0.31492
H -1.77451 -0.73744 -0.90441
H -1.78795 0.63790 -2.05363
H 0.30549 0.88376 -1.85408
H 1.76509 -0.91549 -1.31742
H 0.30402 -1.70718 -0.55055
H 0.35508 -1.36216 -2.28971

=====

16
Properties=species:S:1:pos:R:3 method="wB97M-V/def2-TZVPD" e_above_lowest_kcal_mol=42.1 total_energy_ev=-6261.7571 orbital_gap_ev=9.58 largest_force_ev_per_a=3.466 e_homo_ev=-12.9958 total_charge=+1 lumo_energy_ev=-3.415
C -0.91517 0.62063 2.48869
N -0.77999 -0.26089 1.17672
H -0.96550 1.59938 2.00140
H -0.11356 0.50579 3.23477
H -1.87680 0.46457 2.95257
H -0.32027 -1.14701 1.38802
H -1.72322 -0.52022 0.88549
H -0.17960 0.08417 0.44710
C 1.64379 -0.59908 -0.63698
C 0.71418 -0.37004 -1.56562
N -0.29746 0.55958 -1.90942
H 2.18758 0.08025 0.05592
H 1.91195 -1.63702 -0.53116
H 0.57136 -1.26182 -2.18386
H 0.00517 1.51773 -1.74831
H -0.59770 0.48710 -2.87219

=====

16
Properties=species:S:1:pos:R:3 method="wB97M-V/def2-TZVPD" e_above_lowest_kcal_mol=18.8 total_energy_ev=-6262.7681 orbital_gap_ev=9.52 largest_force_ev_per_a=1.800 e_homo_ev=-14.0844 total_charge=+1 lumo_energy_ev=-4.559
C 1.22130 -3.20329 -2.05348
C 0.47774 -2.32122 -1.02298
H 0.92282 -4.24053 -1.94926
H 2.29052 -3.01764 -1.93707
H 1.05391 -2.83605 -3.06665
H 0.77278 -2.69926 -0.04372
H 0.97236 -1.34417 -1.04432
H -0.59180 -2.31921 -1.16442
N -0.67076 1.89572 0.73170
C -0.90765 3.07649 1.24338
N -1.11803 3.24909 2.52936
H -0.38466 1.20454 1.38210
H -0.42096 1.83093 -0.24457
H -1.06826 3.93773 0.60662
H -0.98122 4.18817 2.87686
H -1.56809 2.59870 3.15644

=====

17
Properties=species:S:1:pos:R:3 method="wB97M-V/def2-TZVPD" e_above_lowest_kcal_mol=55.7 total_energy_ev=-8309.3770 orbital_gap_ev=9.17 largest_force_ev_per_a=5.630 e_homo_ev=-12.3739 total_charge=+1 lumo_energy_ev=-3.202
C -0.32602 1.63744 1.00118
C -0.43919 0.42989 0.11770
C -0.59794 -0.80461 0.68061
N -0.39964 -1.03910 2.03397
N -0.09744 0.66385 -1.21015
H 0.76055 1.61794 1.47111
H -1.01258 1.58180 1.83216
H -0.55064 2.71362 0.44939
H -0.90473 -1.68148 0.12205
H -0.74905 -0.39972 2.70661
H -0.43063 -1.98317 2.34625
H 0.59224 1.32839 -1.44618
H -0.82225 1.05035 -1.83453
H 0.15450 -0.27119 -1.71722
H 1.99075 -1.72067 -1.49676
H 1.48428 -1.77872 -2.99439
O 1.34780 -1.34461 -2.06179

=====

17
Properties=species:S:1:pos:R:3 method="wB97M-V/def2-TZVPD" e_above_lowest_kcal_mol=73.9 total_energy_ev=-8308.5892 orbital_gap_ev=9.04 largest_force_ev_per_a=4.020 e_homo_ev=-12.4742 total_charge=+1 lumo_energy_ev=-3.433
C -1.51768 -1.23737 -0.32849
C -0.43026 -0.29966 -0.06155
C -0.14658 0.54067 -1.03353
N -0.93045 0.57030 -2.23766
N -0.12825 0.22434 1.22061
H -1.60012 -1.87007 -1.19667
H -1.55815 -1.92503 0.48656
H -2.55945 -0.78975 -0.23885
H 0.61701 1.36517 -0.75374
H -1.30424 -0.33063 -2.79329
H -1.09863 1.42838 -2.66402
H -0.41095 1.23949 1.00503
H -0.66397 -0.02755 2.05797
H 0.87430 0.26709 1.35278
H 3.33723 0.85510 1.88422
H 3.10052 -0.71753 2.00742
O 2.65555 0.11513 1.81417

=====

17
Properties=species:S:1:pos:R:3 method="wB97M-V/def2-TZVPD" e_above_lowest_kcal_mol=20.9 total_energy_ev=-8310.8868 orbital_gap_ev=10.69 largest_force_ev_per_a=1.280 e_homo_ev=-14.4306 total_charge=+1 lumo_energy_ev=-3.736
C 0.65999 -1.95737 -2.46191
C 0.56998 -1.79688 -0.94290
N 0.37224 1.29322 1.04900
C 0.33911 0.03483 0.65802
N 0.53016 -0.36299 -0.57630
H 0.41110 -2.98377 -2.72011
H 1.66365 -1.71987 -2.79986
H -0.03148 -1.30520 -2.99511
H 1.38994 -2.32521 -0.48271
H -0.36428 -2.22486 -0.59784
H 0.45445 1.57149 2.02345
H 0.54615 2.00824 0.35110
H -0.05470 -0.74657 1.30324
H 0.93271 0.25745 -1.26677
H -1.75712 3.44180 3.44224
H -3.11776 3.79342 2.94311
O -2.54413 3.02229 3.07335

=====

17
Properties=species:S:1:pos:R:3 method="wB97M-V/def2-TZVPD" e_above_lowest_kcal_mol=14.6 total_energy_ev=-8311.1573 orbital_gap_ev=11.89 largest_force_ev_per_a=1.272 e_homo_ev=-15.1560 total_charge=+1 lumo_energy_ev=-3.262
C -0.31749 2.27016 0.07674
C -1.12610 1.01174 0.31145
N -0.36950 -0.03860 1.01606
C -0.14649 -1.23648 0.55590
N 0.82087 -2.05290 0.91901
H -0.02678 2.65602 1.05672
H -0.89930 2.98664 -0.49071
H 0.61905 2.10997 -0.45572
H -1.47181 0.57095 -0.62432
H -2.02986 1.20299 0.89296
H 0.21324 0.31994 1.77851
H -0.75763 -1.54886 -0.27932
H 1.52271 -1.79648 1.59401
H 0.71595 -2.99994 0.59467
H 0.98024 -1.33729 -3.06762
H 1.48441 -0.78398 -1.74168
O 0.78848 -1.33386 -2.13665

=====

17
Properties=species:S:1:pos:R:3 method="wB97M-V/def2-TZVPD" e_above_lowest_kcal_mol=62.2 total_energy_ev=-8302.4175 orbital_gap_ev="6.12 / 8.07" s2=2.007 largest_force_ev_per_a=7.711 e_homo_ev="-9.1310 / -15.3056" multiplicity=3 total_charge=+1 lumo_energy_ev="-3.015 / -7.240"
C 0.01843 -0.05145 -0.91598
C 1.26384 -0.99072 0.96977
C -1.17010 -1.21509 0.89016
N -0.32900 1.84927 -0.68733
N 0.04076 -0.66335 0.24563
O 0.74735 2.47625 -1.19337
H 0.96003 0.08316 -1.32934
H -0.80462 -0.16668 -1.63447
H 0.48189 3.18880 -1.69424
H 1.13021 -2.13666 1.28570
H 2.12608 -0.85904 0.33315
H 1.18371 -0.58347 2.01482
H -1.21460 -0.99078 1.94557
H -2.10124 -0.83202 0.29659
H -1.32103 -2.30434 0.82761
H -1.19635 1.84602 -1.20183
H -0.39059 2.20023 0.23983